# 1
18
Properties=species:S:1:pos:R:3:lowdin_charge:R:1 method="wB97M-V/def2-TZVPD" gap_ha=0.14005 e_lumo_ev=-3.41 e_above_lowest_kj_mol=756.9
O 1.9219 0.2387 1.9505 -0.381
N 2.8066 -0.4290 -0.3683 0.017
C 0.4994 0.2924 -1.8594 0.141
C -2.5367 0.3286 1.4534 0.050
C -2.4175 -0.4941 0.4295 -0.153
C -0.4267 0.1819 -0.8312 -0.143
C -1.7649 -0.0738 -0.8397 0.003
H 1.8549 -0.5344 -0.6779 -0.076
H 0.2278 0.2747 -2.9104 0.089
H 2.5154 0.7205 2.5271 -0.086
H 2.6506 -0.0235 0.6115 -0.042
H 0.0581 0.2947 0.1601 0.114
H -2.0318 1.2916 1.3739 0.084
H -3.0477 0.1401 2.3829 0.070
H 1.4395 0.8105 -1.7058 0.065
H 3.2877 -1.3162 -0.3326 0.011
H -2.7664 -1.5256 0.4337 0.115
H -2.2701 -0.1772 -1.7973 0.123

# 2
37
Properties=species:S:1:pos:R:3:lowdin_charge:R:1 method="wB97M-V/def2-TZVPD" gap_ha=0.32827 e_lumo_ev=0.41 smiles="O=C(Nc1cc(Cl)ccc1Cl)[C@H]1CC(=O)N(c2ccccc2)C1"
Cl -3.4009 3.7174 -0.0962 0.695
Cl -5.0514 -2.2439 0.4478 0.722
O -0.9782 -2.3850 -1.8812 0.090
O 1.8748 -1.3260 2.3542 0.085
N 1.8099 -0.4521 0.2235 0.018
N -2.7372 -1.2588 -1.0943 0.120
C -0.4867 -0.7095 -0.2452 -0.186
C -5.3283 0.3961 0.9434 -0.092
C 3.8589 0.4058 1.2154 -0.007
C -0.0955 -1.5764 0.9564 -0.010
C -3.1112 1.0902 -0.5751 -0.052
C 0.8746 -0.4179 -0.8857 -0.087
C -1.3946 -1.5008 -1.1679 -0.437
C 1.3143 -1.1142 1.3063 -0.423
C 3.6570 0.2557 -1.1744 -0.027
C -3.8541 2.0629 0.0739 -0.666
C 5.1326 0.9213 1.0671 -0.078
C -3.4513 -0.2536 -0.4426 -0.266
C -4.9598 1.7252 0.8397 -0.100
C 3.1080 0.0642 0.0924 -0.183
C 5.6750 1.1127 -0.1924 -0.099
C 4.9309 0.7769 -1.3095 -0.088
C -4.5831 -0.5844 0.3113 -0.589
H -0.0381 -2.6315 0.6765 0.142
H -0.7662 -1.4793 1.8080 0.133
H 5.3438 0.9157 -2.2979 0.103
H -2.2848 1.3758 -1.2064 0.120
H 0.9048 0.5575 -1.3772 0.138
H -0.9579 0.2063 0.1085 0.128
H -3.3045 -1.9952 -1.5024 0.135
H -6.1941 0.1169 1.5222 0.110
H 3.1025 -0.0128 -2.0596 0.103
H 3.4473 0.2556 2.1989 0.103
H 5.7035 1.1796 1.9464 0.104
H -5.5311 2.4912 1.3376 0.109
H 1.1010 -1.2030 -1.6187 0.134
H 6.6697 1.5172 -0.3028 0.099

# 3
9
Properties=species:S:1:pos:R:3:lowdin_charge:R:1 method="wB97M-V/def2-TZVPD" gap_ha="0.28421 / 0.27924" e_lumo_ev="-2.07 / -2.12" smiles="[H]/N=C(/N=O)C(=O)C#N" e_above_lowest_kj_mol=505.2
O 2.0314 1.3740 0.9909 0.100
O -0.4927 1.5725 -1.1514 0.196
N 0.7028 -1.4811 -0.7490 0.196
N 1.4068 0.3759 0.8139 0.043
N -2.2751 -0.3027 1.2688 0.194
C -1.4893 0.0497 0.5093 -0.115
C -0.4317 0.6783 -0.3732 -0.341
C 0.6924 -0.3539 -0.2183 -0.354
H -0.1447 -1.9127 -1.0911 0.082

# 4
68
Properties=species:S:1:pos:R:3:lowdin_charge:R:1 method="wB97M-V/def2-TZVPD" gap_ha=0.18551 e_lumo_ev=-4.84 charge=+1 e_above_lowest_kj_mol=73.9
N 1.5916 2.4125 -2.9254 -0.195
N -0.0885 2.4636 -1.3153 0.084
N 1.5400 -2.7565 4.3624 -0.059
N -0.5225 3.0116 -3.6332 -0.133
C 0.8151 -0.0652 1.3256 -0.043
C -1.4206 2.4656 1.7363 -0.063
C 1.1694 -1.6915 3.5325 -0.154
C 1.9980 1.3583 -3.8611 -0.067
C 0.6778 -2.2418 2.3265 -0.117
C -1.1343 3.2334 -0.6931 -0.233
C -2.4043 -3.5958 -0.7077 -0.012
C 1.2950 -3.9463 3.7482 0.074
C 0.7454 -3.6984 2.4590 -0.125
C -0.3484 -5.4754 -0.6890 0.008
C -3.0699 -4.2972 -3.0364 -0.033
C -1.1463 2.6444 3.0953 -0.110
C -0.9448 3.3941 0.8083 -0.218
C 1.4981 -0.3511 3.6513 0.012
C -0.0154 4.7263 2.6071 -0.080
C -0.2812 4.5379 1.2509 -0.045
C 0.5152 -1.4279 1.2170 -0.007
C -1.8848 3.4603 -3.4494 -0.059
C 2.1611 -2.6271 5.6664 0.014
C -1.2063 -5.4090 -1.7679 -0.016
C 1.3156 0.4622 2.5228 -0.048
C -1.5436 -3.6386 0.3797 -0.007
C 0.0663 3.2737 -4.9447 -0.058
C 0.4978 -4.6318 1.4469 0.093
C 2.5099 2.5783 -1.8116 -0.078
C 0.2480 2.6212 -2.5801 -0.378
C -0.4570 3.7782 3.5390 -0.099
C -0.4473 -4.5497 0.3916 -0.206
C -2.2171 -4.4357 -1.8119 -0.236
H 2.4239 3.6064 -1.4336 0.092
H 2.2724 1.8785 -0.9856 0.070
H -2.3687 3.5003 -4.4333 0.091
H 0.0263 5.2769 0.5110 0.113
H -2.9878 -3.2852 -3.4550 0.098
H 0.4470 -6.2230 -0.6558 0.125
H 1.3063 1.2356 -4.7066 0.064
H 1.0872 3.6683 -4.8495 0.099
H 1.8997 0.0217 4.5886 0.109
H 0.5375 5.6087 2.9242 0.103
H -2.7408 -5.0074 -3.8001 0.082
H 1.5044 -4.9003 4.2312 0.156
H 0.1813 -1.8606 0.2794 0.111
H -1.7103 -2.9835 1.2376 0.128
H 0.0799 2.3684 -5.5681 0.078
H -2.1427 2.8171 -0.8810 0.104
H -1.9820 1.5919 1.3862 0.115
H 1.0588 -5.5680 1.5213 0.139
H -0.5702 4.0235 -5.4384 0.090
H -3.2384 -2.8884 -0.7096 0.130
H 3.5219 2.4162 -2.1976 0.083
H 2.9880 1.6652 -4.2490 0.095
H 2.3340 -1.5737 5.8819 0.087
H -1.9070 4.4699 -2.9975 0.097
H -1.1106 -6.0994 -2.6024 0.122
H 1.5607 1.5233 2.5792 0.116
H -2.4162 2.7539 -2.8016 0.081
H 2.1124 0.3945 -3.3323 0.091
H 1.5129 -3.0635 6.4397 0.111
H -1.4620 1.8856 3.8183 0.104
H -0.2536 3.9236 4.6013 0.101
H -1.1139 4.2841 -1.0617 0.110
H 0.6505 0.5967 0.4714 0.089
H 3.1217 -3.1595 5.6865 0.110
H -4.1344 -4.4805 -2.8394 0.098

# 5
52
Properties=species:S:1:pos:R:3:lowdin_charge:R:1 method="wB97M-V/def2-TZVPD" gap_ha=0.31031 e_lumo_ev=0.56 smiles="Cc1ccc(S(=O)(=O)N2CCN(CC(=O)N/N=C/c3ccc(C)o3)CC2)cc1" e_above_lowest_kj_mol=469.4
S -2.7439 -0.2426 1.0965 0.706
O 3.8929 -1.0832 -1.9080 0.090
O -4.1639 -0.3221 1.2574 -0.273
O -2.0063 -1.4750 1.2737 -0.302
O 2.6119 -0.8228 2.6765 0.063
N 1.1470 -1.6060 0.2811 0.078
N -2.2085 0.9554 2.1536 -0.218
N 0.7555 -1.5672 1.5787 0.049
N -0.3398 -0.0413 4.0711 -0.147
C -2.6251 0.6946 3.5183 -0.177
C 2.6438 -1.4255 -1.5040 -0.246
C -0.0501 1.1732 3.3506 -0.149
C -1.7612 1.6541 -2.9201 -0.262
C 2.7329 -1.6486 -3.7190 -0.023
C 0.6027 -1.1404 3.9602 -0.086
C 5.2174 -0.9056 -3.9420 -0.008
C 3.9432 -1.2182 -3.2451 -0.324
C -1.4672 2.2802 -4.2476 -0.045
C -3.1055 1.5361 -0.9222 -0.046
C 1.8904 -1.7850 -2.5983 -0.019
C 1.4433 -1.1574 2.6779 -0.456
C -1.0054 0.5823 -2.4579 -0.017
C -2.8151 2.1236 -2.1393 -0.027
C -1.7521 -0.3823 4.1643 -0.163
C -1.2915 -0.0176 -1.2427 -0.046
C 2.3416 -1.3607 -0.1053 -0.050
C -0.7986 1.2953 2.0102 -0.160
C -2.3401 0.4706 -0.4866 -0.280
H -0.3295 2.0231 3.9850 0.120
H -2.0233 -0.4885 5.2246 0.122
H 0.0677 -2.0883 4.0504 0.127
H 1.0242 1.2341 3.1750 0.127
H -0.1819 0.2126 -3.0506 0.102
H 6.0010 -1.5930 -3.6245 0.086
H 3.1673 -1.0946 0.5486 0.121
H -0.7252 2.3251 1.6385 0.127
H -0.2486 -1.7535 1.6452 0.094
H -3.9193 1.8781 -0.3034 0.118
H -1.6295 3.3549 -4.2145 0.080
H 5.0820 -0.9925 -5.0156 0.083
H -1.9653 -1.3339 3.6620 0.104
H -0.4427 2.0834 -4.5524 0.078
H -2.1323 1.8653 -5.0052 0.089
H -3.4090 2.9543 -2.4911 0.116
H -2.5860 1.6303 4.0808 0.128
H -0.7053 -0.8496 -0.8808 0.082
H 5.5434 0.1049 -3.6995 0.085
H 2.4837 -1.8455 -4.7421 0.108
H 1.3204 -1.0666 4.7894 0.127
H 0.8736 -2.1171 -2.5790 0.107
H -0.3534 0.6362 1.2620 0.093
H -3.6603 0.3569 3.4654 0.116

# 6
54
Properties=species:S:1:pos:R:3:lowdin_charge:R:1 method="wB97M-V/def2-TZVPD" gap_ha=0.28710 e_lumo_ev=-2.64 charge=+1 e_above_lowest_kj_mol=0.0
Br -2.0613 1.5137 -2.8031 0.801
Zn -0.5180 0.1967 -0.1798 0.455
S 0.5189 -1.3969 1.1279 0.630
Si 3.2043 -3.7543 0.4885 0.515
O -0.4643 7.1738 1.6500 -0.112
N -0.3763 4.5203 0.8526 -0.068
N 0.9503 -0.6655 -1.3245 -0.074
N -2.4305 -0.3152 -0.7779 -0.049
N -0.4992 2.1363 0.2850 0.153
C -4.3313 -1.7322 -0.4181 -0.227
C 2.4275 -2.4481 -0.6627 -0.228
C -3.0309 0.2112 -1.8397 -0.721
C 3.1120 -5.3729 -0.4469 -0.172
C -0.0494 6.1907 2.5773 -0.180
C -4.9390 -1.1536 -1.5267 0.012
C -4.2888 -0.1713 -2.2563 -0.075
C -4.9865 -2.8098 0.3957 -0.027
C -0.4277 3.2596 0.5457 -0.195
C 2.9803 -2.3648 -1.9373 -0.070
C -3.0656 -1.2727 -0.0887 -0.064
C -1.4721 6.6799 0.7926 -0.182
C 1.5021 -0.6191 -2.5402 -0.125
C 2.5328 -1.4569 -2.8915 -0.050
C 2.3750 -3.9461 2.1460 -0.212
C 0.5846 5.0126 1.8599 -0.083
C 4.9867 -3.2362 0.7217 -0.170
C -0.9397 5.5380 -0.0548 -0.086
C 1.3860 -1.5467 -0.3920 -0.714
H 2.8833 -4.7524 2.6821 0.038
H 5.0511 -2.2788 1.2427 0.037
H -0.1512 5.8977 -0.7205 0.139
H 5.5124 -3.1347 -0.2299 0.031
H -0.9035 5.8498 3.1751 0.134
H -4.3818 -3.7170 0.3948 0.094
H -1.7819 7.5038 0.1529 0.137
H -5.9265 -1.4772 -1.8311 0.130
H -1.7323 5.0829 -0.6467 0.134
H 1.5005 5.3260 1.3532 0.139
H 3.6122 -5.3228 -1.4159 0.028
H -5.1074 -2.4950 1.4323 0.093
H 3.7946 -3.0303 -2.2046 0.106
H 2.9723 -1.4066 -3.8768 0.110
H 5.5242 -3.9769 1.3179 0.037
H 1.0911 0.1102 -3.2267 0.104
H -2.3354 6.3401 1.3782 0.134
H 3.5901 -6.1695 0.1271 0.038
H 0.8137 4.2051 2.5529 0.139
H 0.6785 6.6586 3.2368 0.137
H 2.4412 -3.0426 2.7510 0.017
H 2.0747 -5.6658 -0.6216 0.038
H -2.5146 -1.6862 0.7486 0.105
H 1.3221 -4.2133 2.0542 0.022
H -5.9690 -3.0562 -0.0009 0.084
H -4.7382 0.2807 -3.1275 0.113

DFT total energy per entry: -326.8430, -1836.6500, -429.4601, -1344.8015, -1656.5258, -6074.7886 Ha